The following is a quantum chemistry calculation of a molecular structure, C22H19F6N6O4S3SiV at a distorted geometry, from OMol25.

```
! RIJCOSX wB97M-V def2-TZVPD def2/J DEFGRID3
* xyz 0 3
V 0.13104 0.32289 -0.23140
N 0.09206 -0.52035 -4.49214
C 0.26376 -0.40668 -3.15846
S 0.09519 1.15943 -2.43286
N 0.53049 -1.49820 -2.48653
N 0.59450 -1.29161 -1.15581
C 1.05043 -2.26811 -0.43778
C 1.05887 -2.06938 0.98444
C 1.45820 -3.03703 1.90549
C 1.39566 -2.74573 3.25142
C 0.91613 -1.50453 3.65588
C 0.52632 -0.59853 2.68784
N 0.61233 -0.86171 1.38754
H 0.08795 0.33002 -5.02694
H 0.39441 -1.37393 -4.93234
H 1.37437 -3.18451 -0.91381
H 1.79435 -4.00034 1.54706
H 1.69462 -3.47959 3.98790
H 0.84458 -1.24579 4.70215
H 0.12479 0.37016 2.95337
F 2.12767 1.96905 2.52244
C 3.22071 2.04447 1.75355
F 4.01270 1.01566 2.05048
F 3.85449 3.17283 2.02393
S 2.72773 1.94305 -0.04067
O 2.15376 0.60716 -0.12531
O 3.93134 2.16197 -0.75733
N 1.70118 3.10806 -0.21785
S 0.17182 3.09295 0.12688
O -0.67517 3.45098 -0.95485
O -0.26687 1.99942 0.99395
C 0.09283 4.57564 1.23856
F -1.14203 4.68342 1.72923
F 0.38754 5.67312 0.55633
F 0.95018 4.44880 2.25364
N -1.82250 -1.77076 0.52635
C -1.52960 -0.66816 0.02352
H -2.77778 -2.12685 0.52045
C -3.72680 4.18148 -3.27586
C -3.94266 4.19537 -1.90683
C -3.74310 3.04380 -1.16412
C -3.32507 1.86018 -1.77353
C -3.15050 1.85198 -3.15749
C -3.34310 3.00357 -3.90191
Si -3.12454 0.34116 -0.70555
C -3.92534 -1.17376 -1.51042
C -3.36121 -1.79869 -2.62495
C -3.90756 -2.96487 -3.13731
C -5.01252 -3.54685 -2.53143
C -5.57802 -2.94841 -1.41564
C -5.04122 -1.76828 -0.91892
H -3.86148 5.08665 -3.85413
H -4.26350 5.10454 -1.41379
H -3.90042 3.06595 -0.09101
H -2.86318 0.93706 -3.66123
H -3.19917 2.98539 -4.97519
H -3.86124 0.61651 0.55477
H -2.46938 -1.38679 -3.08569
H -3.46682 -3.42698 -4.01229
H -5.42653 -4.46625 -2.92535
H -6.43493 -3.39949 -0.93116
H -5.49725 -1.30123 -0.05227
*
```

- E_tot (eV) = -122628.4636
- molecular weight (g mol⁻¹) = 720.65
- largest force on an atom (eV/Å) = 2.476
- LUMO energy (spin up / spin down) (hartree) = -0.0230 / -0.0309
- energy relative to the best compared isomer or geometry (same formula, charge and spin) (kcal/mol) = 4.9

List of Mulliken charges in e, atom by atom: atom 1 (V): 0.098, atom 2 (N): -0.334, atom 3 (C): 0.452, atom 4 (S): -0.359, atom 5 (N): -1.990, atom 6 (N): 1.471, atom 7 (C): -0.893, atom 8 (C): 1.069, atom 9 (C): -0.953, atom 10 (C): -0.409, atom 11 (C): -0.914, atom 12 (C): -0.316, atom 13 (N): 0.769, atom 14 (H): 0.248, atom 15 (H): 0.265, atom 16 (H): 0.431, atom 17 (H): 0.497, atom 18 (H): 0.418, atom 19 (H): 0.445, atom 20 (H): 0.506, atom 21 (F): -0.182, atom 22 (C): 0.672, atom 23 (F): -0.240, atom 24 (F): -0.226, atom 25 (S): 1.095, atom 26 (O): -0.500, atom 27 (O): -0.674, atom 28 (N): -0.364, atom 29 (S): 0.755, atom 30 (O): -0.485, atom 31 (O): -0.775, atom 32 (C): 0.386, atom 33 (F): -0.205, atom 34 (F): -0.204, atom 35 (F): -0.187, atom 36 (N): -0.523, atom 37 (C): 1.023, atom 38 (H): 0.308, atom 39 (C): -0.510, atom 40 (C): -0.609, atom 41 (C): -0.420, atom 42 (C): 0.541, atom 43 (C): -0.017, atom 44 (C): -0.726, atom 45 (Si): 0.248, atom 46 (C): -0.166, atom 47 (C): 0.520, atom 48 (C): -0.897, atom 49 (C): -0.435, atom 50 (C): -0.601, atom 51 (C): -0.225, atom 52 (H): 0.385, atom 53 (H): 0.406, atom 54 (H): 0.347, atom 55 (H): 0.265, atom 56 (H): 0.404, atom 57 (H): -0.339, atom 58 (H): 0.130, atom 59 (H): 0.410, atom 60 (H): 0.378, atom 61 (H): 0.392, atom 62 (H): 0.345